Entry 1:
C14H52N22O12 | ωB97M-V/def2-TZVPD

Geometry as ORCA input:
```
! RIJCOSX wB97M-V def2-TZVPD def2/J DEFGRID3
* xyz 0 1
C -3.1394 2.7248 -1.4283
H 1.0412 2.6381 -3.0311
C 5.7389 0.3935 0.0003
H 3.6991 0.1998 3.4581
N 2.8428 1.1101 -5.2147
C 1.8993 3.2092 -1.3174
H -1.7553 0.0311 0.6319
N 1.5826 2.2680 -2.2710
O -1.2861 -0.4699 -1.7514
H -2.4416 -0.9877 -2.9762
H -7.3175 1.4388 2.9179
C 3.3602 0.3196 -4.2211
N -3.2929 -1.1272 -3.5373
O 0.5782 -0.0329 2.8912
H -6.3200 2.3576 1.7495
O 4.2596 -2.4367 -0.8321
C 0.8036 -3.5664 1.2869
N -1.0681 4.7774 2.0458
H 2.7200 -0.9838 2.4878
N 4.5075 0.7947 -3.6814
H -3.5746 1.5793 1.8697
C 1.6458 0.4500 3.3574
O -0.2792 3.5966 3.8474
N -0.1859 -3.8512 0.3746
N 2.4946 2.6552 -0.2093
O -3.3404 -3.1146 1.9310
H -4.4476 0.2474 0.9574
H -1.4442 4.7087 1.1142
H -4.8747 -1.0321 3.1720
N -3.0428 1.4586 -1.9549
H -0.9245 -4.4489 0.6911
N 4.6819 -4.5987 -1.4859
H 4.1583 -0.9594 0.4169
H 5.0345 -5.1674 -2.2247
C -0.4606 -0.5471 -0.8075
H -0.7476 1.5850 2.2649
C -3.3170 -1.4806 -4.8817
H -0.2363 -0.3737 1.3102
H -1.3168 2.7044 0.9687
N 0.8813 -0.7870 -0.9683
H -4.8826 1.5737 3.7368
N -3.6250 -3.3999 4.1995
N 2.8475 -0.1940 3.1140
N -1.0136 2.4913 1.9162
O 1.6978 -2.7537 1.0309
O 2.7355 -0.6514 -3.7618
H 0.0198 -4.8967 2.7292
H -0.1910 -3.3327 -0.4824
H -4.5068 -3.8651 4.0964
H -1.3356 -1.7222 2.6366
C -2.9976 -2.8983 3.0894
N 4.6789 -0.1463 0.7134
H 4.6797 -4.7375 -0.4876
C 4.4072 -3.2619 -1.7270
H 4.7226 1.7383 -3.9392
H 2.6328 3.2727 0.5703
H -3.8650 4.5687 -1.9061
H 4.8043 0.4071 -2.8013
C -0.7693 3.5948 2.6987
N 4.2260 -2.9571 -3.0506
H -4.2142 3.3417 -3.0799
H -1.9696 -1.6899 4.2999
H -6.6859 0.7368 1.4378
C -5.1915 0.8858 2.9440
O -5.5733 -0.4283 3.4309
H 3.8115 -2.0379 -3.2122
H 2.6126 2.1749 4.0681
H -4.2014 -0.8033 -3.2556
O -4.3058 -1.3870 -5.6104
H 4.2848 -3.5919 -3.8199
H 7.0586 2.0142 0.2202
N -2.0560 -1.5523 -5.4277
H 1.6210 -4.2156 2.9664
H 1.0352 -1.1926 -1.8850
N 0.7889 -4.3411 2.4146
C -4.0765 0.6037 1.9128
H 1.7512 1.2815 -2.2174
N -1.9838 -2.0047 3.3482
N 1.7623 1.7342 3.7846
H -3.2757 -0.0135 2.3253
N 6.4570 1.3489 0.6646
O 5.8559 0.1327 -1.1964
H 2.6719 1.6716 -0.1243
H -3.4538 1.2513 -2.8442
H 1.8974 0.8636 -5.4613
H -1.2192 -1.6310 -4.8732
N -0.8580 -0.4032 0.4973
O 1.4478 4.3455 -1.3442
H -1.8436 -1.5260 -6.4070
H -1.2886 5.5702 2.6191
N -3.9153 3.6000 -2.1605
C -6.4421 1.4030 2.2717
H -3.2638 -3.1394 5.0954
O -2.4974 3.0714 -0.4006
H 3.3342 1.8039 -5.7396
H 6.1846 1.5572 1.6058
H -2.3759 0.8234 -1.5587
H 1.3495 -0.8896 -0.0848
H 0.8646 2.2326 3.8721
H 4.5205 0.2869 1.5982
*
```

For the total energy, the calculation gives -2672.61498 Eh. As for the structure (SMILES): NC(N)=O.NC(N)=O.NC(N)=O.NC(N)=O.NC(N)=O.NC(N)=O.NC(N)=O.NC(N)=O.NC(N)=O.NC(N)=O.NC(N)=O.CC(C)O. The strongest force on any atom is 2.885 eV/A.

=====

Entry 2:
C14H52N26O16 | ωB97M-V/def2-TZVPD

Geometry as ORCA input:
```
! RIJCOSX wB97M-V def2-TZVPD def2/J DEFGRID3
* xyz -2 1
H -0.2495 4.1536 -2.3026
H -5.5343 -1.1314 -4.8199
H 2.8973 -1.4180 4.5785
H -2.6755 -1.7949 -6.2319
N -3.6250 -1.6134 -5.9392
N 2.2156 0.0812 -1.5956
O 2.3008 3.3698 5.0660
H 2.2628 3.2050 0.7547
H 0.5748 -0.1203 -4.3421
H 0.7988 2.0292 2.6611
H 1.0406 0.7627 3.9453
H -4.9280 -0.6725 -3.2475
N 2.6677 4.1222 0.8764
N -2.0267 0.6907 3.6181
H 5.9205 -0.0664 0.3065
H -1.4939 0.7325 -3.1753
O -0.9284 0.0873 0.2327
N 2.1176 -1.1952 -5.6774
C -3.1980 3.1205 0.3719
C 4.5039 1.0325 0.9118
O 3.1900 -3.3194 2.8604
N -0.0410 -2.0013 -1.7761
H -0.0614 -1.7750 -2.7602
N -4.7565 -0.9162 -4.2126
H 1.8013 0.6503 -0.8712
H 2.1625 2.8322 -2.9114
H -1.2147 0.6073 3.0233
N 0.7145 4.8204 0.6752
H 2.5616 0.3471 1.2411
O -4.7828 -2.2320 -0.9012
O -4.0776 3.9122 0.0330
O 0.2031 1.7913 0.6683
O 5.1402 2.0750 0.7828
N 2.3256 2.0817 -2.2555
N 1.6225 1.2189 4.6334
O -2.0823 -4.7160 3.1133
N 0.0186 -4.3296 3.4757
N -2.2809 3.4476 1.2244
H -2.2142 -0.4166 -0.6071
N 2.2099 -1.7679 1.5006
C -1.0475 2.5299 -2.7936
O -1.2444 2.9174 -3.9034
N 0.2054 -0.9579 -4.7688
H 0.3866 -6.1628 1.9616
H 2.2989 -0.9250 -1.6247
H -2.3606 1.3446 0.2937
O 0.4755 -2.4873 -6.3463
C -3.6452 -1.2760 -4.6746
H 0.4136 3.8571 0.7145
H 3.6546 4.2831 0.7337
N -0.5381 3.3065 -1.8343
N -3.0207 -0.7576 -1.1105
H 4.4934 -1.0078 0.8009
O -2.5525 -1.3428 -4.0522
H 2.7964 -1.3518 -6.4088
C -0.9425 -5.0040 2.8808
H -2.0371 4.3673 1.5634
N 2.5813 -1.2626 3.6319
H 1.9061 2.2799 -1.3583
H -2.6895 1.4248 3.4136
N -1.2359 1.3573 -2.4248
N -1.4615 -1.3679 4.0454
H 1.4002 -1.1789 1.6327
H 0.5088 -4.2778 0.3412
H 0.1248 5.6187 0.4877
H 0.9530 -4.7046 3.3959
H -0.1886 2.8224 -1.0197
H 1.0845 3.7298 3.0535
C 2.6537 -2.1714 2.6758
H -3.9659 -2.0963 1.4493
C 0.8894 -1.6184 -5.6523
H -1.3364 -6.4171 1.6557
H 2.3827 -0.5813 -4.9205
C -2.2889 -0.3629 4.3431
O -3.1427 -0.3811 5.2325
N -3.2081 1.8792 0.1672
H 2.3064 -0.3158 3.4123
H 2.7863 1.8778 1.6906
H -1.6012 2.7042 1.2979
C 2.6033 0.8580 -2.5746
C -0.1678 0.6671 0.9714
H -2.4060 -1.4062 0.8076
N -0.5835 -5.9342 2.1249
C 0.2230 -3.2490 -1.3882
N 0.2847 -3.4015 -0.1083
H -0.7603 -1.2518 -4.7330
H -3.8729 1.3956 -0.4195
H -0.0985 -2.6718 0.4754
C 1.9088 5.1128 0.5257
H -0.8163 1.0049 -1.5763
O 2.2940 6.2529 0.3779
C 1.8332 2.4714 4.3689
O 0.5763 -4.1702 -2.1732
O 3.2175 0.5348 -3.6445
H -0.7032 -1.1643 3.4101
H -3.1568 -0.7689 -2.1112
H -0.3626 -1.4132 -1.0206
H -0.1971 -3.5619 4.0956
O 0.3405 0.2060 1.9641
N 1.1612 2.7468 3.2725
H 2.3016 -2.5140 0.8260
N -3.3801 -1.6662 0.7479
C -3.7999 -1.6070 -0.4720
H -1.4064 -2.1776 4.6466
H 2.2787 0.7214 5.2181
H -4.4163 -1.9188 -6.4876
N 4.9626 -0.1319 0.6201
N 3.2691 1.0600 1.3468
*
```

For the total energy, the calculation gives -3192.69405 Eh. The strongest force on any atom is 8.525 eV/A.

=====

Entry 3:
C14H56N28O14 | ωB97M-V/def2-TZVPD

Geometry as ORCA input:
```
! RIJCOSX wB97M-V def2-TZVPD def2/J DEFGRID3
* xyz 0 1
H 13.3118 22.4731 14.9331
H 4.8220 21.9363 21.9774
H 1.8054 26.1542 19.2486
H 1.5642 23.8507 12.7178
H 14.4668 21.3723 18.5458
C 13.9411 19.7919 10.4569
C 3.5888 25.8301 18.2175
N 5.4789 19.4058 23.5784
O 10.1174 25.3510 11.0221
H 9.0021 15.3154 15.9391
N 6.2202 15.8597 13.0102
H 1.7284 22.1512 14.0489
N 7.1117 20.9942 8.5691
H -0.2203 24.1184 12.4378
H 8.0397 21.3136 8.8080
N 5.6150 19.4049 8.6422
N 11.0346 18.7061 20.7291
N 10.0170 15.6388 8.3150
N 15.0772 19.4831 10.8809
H 9.5118 16.7929 9.9725
H 11.2733 18.9734 19.7848
C 14.2757 15.5020 15.0854
N 1.1696 22.6728 14.7090
C 13.6148 21.7399 16.7238
C 9.2272 13.8163 17.0376
H 15.0026 22.8219 17.6683
N 0.5809 23.7312 12.9154
N 5.3888 21.1558 22.2767
O 12.0363 15.2546 9.0591
H 6.3853 21.7130 16.5408
O 12.9783 19.6620 11.2281
H 1.7482 25.4277 17.7688
H 7.8241 21.3168 17.4000
H 11.3210 24.3588 18.4886
H 6.2045 20.8395 21.7720
N 13.7859 22.6307 15.8109
H 10.8209 23.3966 9.9022
H 6.9718 15.3526 12.5651
H 5.5836 19.8798 7.7514
N 13.9174 20.1269 9.2282
H 10.5177 17.8576 22.7753
H 14.2937 23.4948 15.9353
N 13.0803 15.9720 14.7597
O 9.2169 25.3177 17.5763
C 9.9383 24.2136 11.3445
H 8.5919 19.8056 14.1008
H 10.2831 15.2106 7.4398
H 6.4575 21.5564 8.0438
H 14.5357 17.4088 15.6502
N 9.8164 13.4190 18.0830
H 15.1938 19.1764 11.8361
H 11.0300 16.8697 10.7628
N 10.3637 16.3203 10.2390
N 9.2789 23.8144 12.3780
H 9.9340 15.6451 17.3500
N 14.9661 16.4951 15.6404
H 6.3551 19.1269 23.1607
O 4.4197 21.1822 24.3350
N 4.5424 16.4563 14.2868
H 3.6417 16.2255 14.6812
H 13.0828 20.2614 8.6756
O 4.3692 26.3741 18.9563
C 6.7696 19.8006 9.0451
C 10.2355 19.3471 21.4985
O 4.9633 14.2130 13.9590
H 14.7719 19.9997 8.7050
N 7.1901 21.1112 16.6411
O 6.3244 20.3366 14.6971
H 9.1892 19.9921 15.7878
C 5.2530 15.3715 13.7349
N 8.4717 20.0309 15.0780
H 9.0147 22.8438 12.4693
O 9.7964 20.4169 21.1428
C 9.4616 24.7697 18.6543
H 15.9001 19.6120 10.3096
C 5.0136 20.6311 23.4212
H 9.7132 19.3194 23.3843
H 5.4372 18.4399 8.8817
H 10.5248 23.6962 19.9227
N 2.3553 25.7200 18.5212
H 15.9717 16.4492 15.7226
N 14.3811 22.0349 17.7884
H 11.3185 17.8058 21.0882
O 7.3540 19.1399 9.9052
H 7.7343 24.9508 19.7803
C 7.2358 20.4195 15.4568
H 5.2655 18.8683 24.4064
O 14.7146 14.3973 14.6160
H 9.0425 15.8644 8.4548
H 9.1051 24.3960 13.1852
H 9.7989 12.4328 18.3004
N 10.0132 18.7201 22.6286
H 4.7164 25.5199 16.6042
N 9.1878 15.1232 16.9131
H 4.9292 17.3726 14.1113
H 10.5177 14.0000 18.5197
O -0.8488 23.6810 14.5566
H 6.2723 16.8596 12.8773
O 8.8322 13.0850 16.1614
H 8.9334 23.7910 20.2608
N 10.4876 24.1225 19.0079
H 12.9397 16.9465 14.9848
H 10.3842 22.2645 11.2489
H 3.1192 24.8002 16.5633
N 10.2795 23.1090 10.7048
C 0.2688 23.4171 14.1322
H 12.4312 15.4466 14.1916
H 0.9373 22.2684 15.6049
N 3.8111 25.3718 17.0266
N 8.6606 24.5636 19.6701
C 10.8694 15.6696 9.2205
O 12.9678 20.6715 16.6639
*
```

For the total energy, the calculation gives -3153.78438 Eh. The strongest force on any atom is 9.128 eV/A.